P.
Molecular formula: C2H12O3S
Method: DFT, ωB97M-V with the def2-TZVPD basis set

```
18
C2H12O3S | the Open Molecules 2025 dataset | ωB97M-V with the def2-TZVPD basis set
C -1.5895 -0.6843 0.2741
C -0.4177 -1.3949 0.9094
S 1.1367 -1.6850 -0.0372
H -2.1622 -0.0715 0.9657
H -1.2985 -0.0522 -0.5664
H -2.2670 -1.3704 -0.2480
H -0.6528 -2.4019 1.2852
H -0.0900 -0.9921 1.8727
H 1.9445 -0.8712 0.7155
H -0.2554 2.3403 -1.2886
H 0.7582 1.1821 -1.1786
O 0.3141 1.8736 -0.6767
H 2.5785 0.2823 -3.0730
H 1.7805 -0.6763 -2.3249
O 1.7116 0.2153 -2.6660
H -0.5713 2.1075 1.6868
H -0.2822 0.7197 1.9348
O -0.6375 1.4788 2.4152
```

## Properties
- SMILES = CCS.O.O.O
- LUMO level (eV) = 0.442
- Kohn-Sham gap (eV) = 10.0
- total charge = 0

Q.
Molecular formula: C2H12O3S
Method: DFT, ωB97M-V with the def2-TZVPD basis set

```
18
C2H12O3S | the Open Molecules 2025 dataset | ωB97M-V with the def2-TZVPD basis set
C -0.2971 -1.0217 1.4233
C -0.0885 -1.5201 -0.0001
S 0.2839 -0.2115 -1.2455
H -1.1926 -0.4157 1.5384
H 0.5566 -0.4707 1.8166
H -0.4329 -1.9094 2.0508
H 0.7024 -2.2644 -0.0435
H -1.0153 -1.9813 -0.3370
H -1.0006 0.0933 -1.4906
H -0.3081 3.0449 0.6431
H -0.2942 1.5959 0.1573
O -0.6232 2.1618 0.8831
H 4.0608 -0.5496 -0.0117
H 2.6255 -0.8365 0.3766
O 3.5252 -1.0068 0.6497
H -2.4190 1.5471 0.1372
H -3.7364 1.8177 -0.5373
O -3.0187 1.1745 -0.5268
```

## Properties
- SMILES = CCS.O.O.O
- LUMO level (eV) = 0.529
- Kohn-Sham gap (eV) = 10.1
- total charge = 0

R.
Molecular formula: C2H12O3S
Method: DFT, ωB97M-V with the def2-TZVPD basis set

```
18
C2H12O3S | the Open Molecules 2025 dataset | ωB97M-V with the def2-TZVPD basis set
C 0.3877 -1.3779 2.2503
C 1.3530 -1.8167 1.1958
S 1.3606 -0.8895 -0.4691
H 0.4559 -0.3126 2.4065
H -0.6441 -1.6087 1.9701
H 0.6737 -1.8912 3.1685
H 1.2482 -2.8272 0.8442
H 2.3964 -1.7354 1.4320
H 1.2562 0.0453 -1.4083
H -2.2278 2.4387 -1.7606
H -1.7354 1.1327 -1.0130
O -1.5547 2.0666 -1.1930
H -2.0780 -1.0984 -1.2885
H -1.4915 -1.1211 0.0822
O -2.0954 -0.6028 -0.4642
H 0.2633 2.8959 -1.5616
H 1.5896 3.1109 -2.2805
O 0.8425 3.5915 -1.9109
```

## Properties
- SMILES = CCS.O.O.O
- LUMO level (eV) = -0.599
- Kohn-Sham gap (eV) = 8.5
- total charge = 0

Stability verdict: Q, ahead by 0.433 eV

P.
Molecular formula: C6H18N3
Method: DFT, ωB97M-V with the def2-TZVPD basis set

```
27
C6H18N3 | the Open Molecules 2025 dataset | ωB97M-V with the def2-TZVPD basis set
C 1.9485 -0.5487 1.7496
C -0.2711 -1.4134 2.4609
C -1.6673 0.8115 -1.9240
C 0.5814 0.2532 -2.1956
C -0.9952 -1.3088 -0.9828
C 0.4608 -0.3409 2.0194
N 0.7394 1.8556 1.0773
N -0.1082 0.9616 1.8006
N -0.7328 -0.3246 -2.0990
H 2.0613 -1.4470 1.1659
H 2.3156 0.1456 0.9990
H 2.6166 -0.4627 2.5390
H -1.9894 -1.6939 -0.9700
H 0.1706 -2.3885 2.6804
H -1.2834 -1.3398 2.7653
H -2.6540 0.3928 -1.7140
H -1.5994 1.2421 -0.8909
H -1.7223 1.5089 -2.7503
H 1.2207 -0.4934 -2.5679
H 0.5345 1.0984 -2.9374
H 1.0059 0.7253 -1.3189
H -0.1684 -2.0010 -1.1456
H -0.7976 -0.6257 0.0079
H 1.6577 2.0717 1.5659
H 0.1573 2.6864 0.9850
H -0.5158 1.5134 2.6391
H -0.9650 -0.8781 -2.9592
```

## Properties
- LUMO level (eV) = -2.920
- Kohn-Sham gap (eV) = 8.4
- total charge = +1

Q.
Molecular formula: C6H18N3
Method: DFT, ωB97M-V with the def2-TZVPD basis set

```
27
C6H18N3 | the Open Molecules 2025 dataset | ωB97M-V with the def2-TZVPD basis set
C -0.4800 1.5543 0.0546
C -1.8593 1.8026 0.7479
C -0.4700 2.3011 -1.2858
C 0.6927 2.0032 0.9381
H -0.3532 0.4588 -0.1524
H -2.6604 1.5297 0.0766
H -2.0789 2.8450 1.0295
H 0.1317 3.2075 -1.4319
H -0.0358 1.6538 -2.0607
H -1.4871 2.5960 -1.5931
H 0.9454 2.9549 0.4933
H 0.3243 2.1517 1.9863
H 1.5259 1.3147 0.9312
H -1.8507 1.1424 1.6093
C -1.1098 -2.1405 -0.7222
C 1.3012 -2.1449 0.0550
N 0.2679 -1.7117 -0.7299
N 1.1595 -3.2247 0.9045
N 2.4044 -1.3992 0.0824
H 0.7035 -1.4011 -1.5939
H 0.2116 -3.5541 0.8244
H 1.4706 -3.0943 1.8511
H 2.6932 -0.7718 -0.6413
H 3.1178 -1.5251 0.7965
H -1.7023 -1.2589 -1.1896
H -1.4579 -2.2578 0.3224
H -1.4042 -3.0316 -1.3025
```

## Properties
- LUMO level (eV) = -3.341
- Kohn-Sham gap (eV) = 10.5
- total charge = +1

Stability verdict: Q, ahead by 2.952 eV

P.
Molecular formula: C9H13N2
Method: DFT, ωB97M-V with the def2-TZVPD basis set

```
24
C9H13N2 | the Open Molecules 2025 dataset | ωB97M-V with the def2-TZVPD basis set
C 2.5191 -0.3321 -0.0385
C 1.2633 -0.0205 0.3035
C 2.3120 1.0916 0.3378
C -1.4488 0.5579 1.6209
C -0.4809 -0.7589 -1.2545
C -1.0865 0.5247 -0.7811
C -2.0515 0.2401 0.3693
C 3.5819 -1.1626 -0.6284
C -3.4761 -0.2319 0.1565
N -1.0430 -0.6569 0.9960
N -0.0598 -0.2348 -0.0258
H 2.7653 1.4168 1.3146
H 2.3122 1.8305 -0.4315
H -0.7976 1.2804 2.1338
H -2.2098 0.2636 2.4799
H -0.9786 -1.7550 -1.2921
H 0.2343 -0.7375 -2.1209
H -0.7497 1.4037 -1.2522
H 4.1304 -0.3652 -1.1837
H 3.0775 -2.0395 -1.2463
H 4.2603 -1.4720 0.2062
H -3.4699 -0.8614 -0.7221
H -4.1511 0.5781 -0.0769
H -3.8333 -0.7830 1.0604
```

## Properties
- SMILES = CC1=C([N@+]23C[C@H]2[C@]2(C)CN23)C1
- LUMO level (eV) = -3.072
- Kohn-Sham gap (eV) = 10.2
- total charge = +1

Q.
Molecular formula: C9H13N2
Method: DFT, ωB97M-V with the def2-TZVPD basis set

```
24
C9H13N2 | the Open Molecules 2025 dataset | ωB97M-V with the def2-TZVPD basis set
C -0.1731 -0.1174 1.5686
C 1.6240 0.5311 0.0540
C -1.0731 -0.8654 0.7022
C 0.9821 0.4478 1.3439
C -0.8141 -1.4082 -0.4892
C 1.0231 0.1871 -2.3693
C -2.4564 -1.3425 1.1562
C 1.6092 1.2189 2.4372
C 0.2843 1.2712 -2.9782
N 1.2055 0.2617 -1.1042
N -0.9779 -1.9638 -1.5758
H -0.6365 -0.0118 2.6227
H 2.6138 0.9167 0.0192
H 1.3686 -0.7876 -2.7212
H -2.5502 -0.8958 2.1205
H -2.6628 -2.3456 1.3918
H -3.2001 -0.9621 0.4806
H 2.6537 1.4169 2.3979
H 1.2787 0.7854 3.4098
H 1.1679 2.1827 2.4866
H -0.4729 1.5647 -2.2303
H -0.0410 1.1940 -4.1022
H 0.9058 2.1445 -3.0322
H -1.0008 -2.9839 -1.7944
```

## Properties
- SMILES = C\C=N/C=C(C)\C=C(\C)C#[NH+]
- LUMO level (eV) = -4.347
- Kohn-Sham gap (eV) = 7.5
- total charge = +1

Stability verdict: Q, ahead by 3.565 eV

P.
Molecular formula: C22H28N4O4S
Method: DFT, ωB97M-V with the def2-TZVPD basis set

```
59
C22H28N4O4S | the Open Molecules 2025 dataset | ωB97M-V with the def2-TZVPD basis set
C -1.1299 -6.2288 0.2320
C -1.7768 -4.8702 0.0414
H -2.3256 -4.8163 -0.9058
H -2.4797 -4.6439 0.8515
O -0.7466 -3.8828 0.0353
C -1.1362 -2.6228 -0.1458
O -2.3086 -2.3183 -0.2988
C -0.0482 -1.6465 -0.1428
C -0.3415 -0.3048 -0.3283
N -1.5764 0.2311 -0.5319
C -1.7609 1.5683 -0.6748
O -0.8310 2.3507 -0.6421
C -3.2086 1.9660 -0.9002
N -4.0997 0.9188 -0.4467
C -4.3152 0.9138 0.9915
C -5.3026 1.9894 1.4559
N -6.5639 1.8347 0.7544
C -7.5632 2.7648 1.2290
H -7.7183 2.6061 2.2952
H -7.2785 3.8174 1.0683
H -8.5004 2.5752 0.7078
C -6.3546 1.9425 -0.6778
C -5.3793 0.8508 -1.1261
H -5.2171 0.9060 -2.2043
H -5.8140 -0.1235 -0.8875
H -7.3143 1.8028 -1.1804
H -5.9613 2.9384 -0.9591
H -5.4840 1.8723 2.5266
H -4.8712 2.9959 1.2939
H -3.3571 1.0461 1.4983
H -4.7175 -0.0686 1.2518
H -3.3329 2.1024 -1.9792
H -3.3646 2.9473 -0.4280
H -2.3735 -0.4150 -0.5407
S 1.0456 0.6965 -0.2820
C 2.0738 -0.7046 -0.0117
C 1.3515 -1.8721 0.0389
C 1.9357 -3.2233 0.2557
H 1.6952 -3.8698 -0.5858
H 3.0122 -3.1504 0.3649
H 1.5068 -3.6730 1.1488
C 3.5312 -0.5450 0.1318
O 4.2859 -1.4801 0.3308
N 3.9502 0.7513 0.0187
C 5.2434 1.2699 0.0971
C 5.3899 2.6487 -0.0570
C 6.6403 3.2306 0.0082
C 7.7622 2.4480 0.2275
C 7.6190 1.0798 0.3807
C 6.3718 0.4853 0.3175
H 6.2647 -0.5792 0.4371
H 8.4887 0.4627 0.5519
H 8.7399 2.9032 0.2782
H 6.7392 4.2993 -0.1129
H 4.5147 3.2606 -0.2282
H 3.2390 1.4513 -0.1462
H -0.5847 -6.2558 1.1715
H -0.4341 -6.4296 -0.5781
H -1.8953 -6.9991 0.2426
```

## Properties
- SMILES = CCOC(=O)c1c(NC(=O)CN2CCN(C)CC2)sc(C(=O)Nc2ccccc2)c1C
- LUMO level (eV) = 0.434
- Kohn-Sham gap (eV) = 8.5
- total charge = 0

Q.
Molecular formula: C22H28N4O4S
Method: DFT, ωB97M-V with the def2-TZVPD basis set

```
59
C22H28N4O4S | the Open Molecules 2025 dataset | ωB97M-V with the def2-TZVPD basis set
C 4.5391 3.4740 3.7660
H 4.9042 4.2609 3.1108
H 4.6083 3.8240 4.7925
H 3.4938 3.2835 3.5366
C 5.3730 2.2056 3.5706
N 4.8821 1.0643 4.3095
C 3.9152 0.2434 3.7957
C 3.5253 -0.9359 4.4573
C 2.5839 -1.7816 3.9221
C 1.9662 -1.5052 2.6997
C 2.3373 -0.3282 2.0409
C 3.2782 0.5197 2.5701
H 3.5096 1.4191 2.0240
H 1.8565 -0.0891 1.1051
C 0.9918 -2.4071 2.1517
N 0.4502 -2.2020 1.0139
N -0.4440 -3.0904 0.5484
C -1.1325 -2.9856 -0.6237
O -1.9886 -3.8073 -0.8902
C -0.8131 -1.8409 -1.5227
C -1.8489 -1.3608 -2.3233
C -1.6182 -0.3018 -3.1742
C -0.3659 0.2738 -3.2807
C 0.6739 -0.2250 -2.5125
C 0.4531 -1.2723 -1.6327
H 1.2655 -1.6546 -1.0366
H 1.6612 0.2028 -2.6005
H -0.2239 1.0849 -3.9775
S -2.9738 0.3761 -4.1419
O -3.9133 -0.6675 -4.4137
O -2.4072 1.1225 -5.2267
N -3.7540 1.4773 -3.1736
C -4.6034 0.9981 -2.1090
H -4.9105 -0.0140 -2.3688
C -3.8779 1.0388 -0.7590
H -4.5747 0.8429 0.0574
O -3.3381 2.3201 -0.5094
C -2.4232 2.6993 -1.5147
H -2.0662 3.6923 -1.2364
C -3.1020 2.7325 -2.8885
H -2.3855 2.9154 -3.6881
H -3.8622 3.5222 -2.8962
H -1.5748 1.9971 -1.5290
H -3.0726 0.2887 -0.7376
H -5.4881 1.6438 -2.0635
H -2.8216 -1.8269 -2.2865
H -0.7014 -3.8942 1.1310
H 0.7390 -3.2921 2.7506
H 2.3196 -2.6821 4.4591
H 3.9724 -1.2095 5.3984
C 5.3185 0.9338 5.6837
C 4.2521 1.3494 6.6991
H 3.3479 0.7610 6.5691
H 3.9949 2.3981 6.5780
H 4.6260 1.1986 7.7086
H 6.2007 1.5639 5.8144
H 5.6293 -0.0985 5.8752
H 5.4163 1.9471 2.5100
H 6.4001 2.3990 3.8946
```

## Properties
- SMILES = CCN(CC)c1ccc(/C=N/NC(=O)c2cccc(S(=O)(=O)N3CCOCC3)c2)cc1
- LUMO level (eV) = 0.182
- Kohn-Sham gap (eV) = 7.8
- total charge = 0

Stability verdict: P, ahead by 2.747 eV